No. 1
C11H11O3 | ωB97M-V/def2-TZVPD

Each line ends with the Mulliken charge.
CARTESIAN COORDINATES (ANGSTROEM)
O  0.2063  -0.1885  -1.6210  -0.48
O  0.2333  -0.1996  -4.7361  -0.39
O  -1.5639  0.5187  -3.5979  -0.34
C  -0.1718  0.2829  2.0070  -0.55
C  0.1873  -1.4650  -0.7956  1.77
C  -0.6696  0.1015  -4.1358  0.74
C  -0.0319  0.6974  0.6804  -0.04
C  -0.2241  1.1687  3.0486  -0.50
C  0.0371  2.9831  1.4699  -0.24
C  -0.1159  2.5671  2.7853  -0.35
C  -0.3137  -0.1661  -0.3577  -0.20
C  -0.8146  -2.4963  -1.2491  -1.47
C  0.0486  2.1066  0.4256  -0.94
C  1.4868  -1.8906  -0.3230  -1.48
H  2.1248  -2.6599  -0.8640  0.31
H  0.1976  2.5278  -0.5037  0.42
H  -1.6238  -1.8714  -1.7644  0.32
H  2.0501  -0.9755  -0.0117  0.37
H  1.4149  -2.4141  0.7236  0.25
H  -0.3889  -3.2478  -1.8712  0.36
H  -0.5679  0.8035  3.9719  0.35
H  -0.3232  -0.7726  2.2812  0.24
H  -0.0996  3.4237  3.6017  0.14
H  0.2576  4.0169  1.2731  0.34
H  -1.3355  -2.8506  -0.4370  0.37

Atoms 1-3, force components in eV/Å:
1.255 -1.073 -1.588
3.621 -1.742 -2.411
-3.704 1.190 1.767

Summary:
relative energy (zero: lowest compared OMol25 entry of this formula, charge and spin) = 1.016 eV
multiplicity = 1
charge = -1
gap between HOMO and LUMO = 4.5 eV

No. 2
C11H12 | ωB97M-V/def2-TZVPD

Each line ends with the Mulliken charge.
CARTESIAN COORDINATES (ANGSTROEM)
C  -1.6135  0.9013  -0.1645  -0.61
C  1.2381  -1.9747  -1.7048  -0.64
C  1.6400  -0.1119  1.2047  -1.02
C  -0.8201  0.3703  0.7899  1.00
C  -1.1946  1.7467  -1.2131  -0.28
C  0.6481  0.5950  0.7022  -0.17
C  0.7486  0.4065  -2.0010  -0.07
C  -0.1150  1.5393  -1.9751  -0.73
C  -1.3077  -0.5366  1.9074  -1.33
C  2.0750  -2.8067  -1.4941  0.09
C  0.3840  -0.8868  -1.8283  -0.14
H  -2.4033  -0.5283  2.0668  0.40
H  1.7936  0.7392  -2.3246  0.27
H  0.1939  2.3517  -2.5694  0.39
H  -1.8741  2.5065  -1.6142  0.38
H  0.8196  1.5888  0.2316  0.42
H  -2.6727  0.5662  0.1215  0.19
H  2.6109  0.0046  1.0008  0.39
H  -0.6982  -1.1090  -1.8087  0.31
H  1.6531  -1.0987  1.7820  0.20
H  2.8538  -3.3714  -1.0538  0.42
H  -1.0264  -1.5909  1.6000  0.24
H  -0.6558  -0.0561  2.7087  0.31

Atoms 1-3, force components in eV/Å:
-2.005 -2.058 3.194
0.934 -0.182 -0.103
-2.137 -3.042 1.663

Summary:
relative energy (zero: lowest compared OMol25 entry of this formula, charge and spin) = 4.143 eV
multiplicity = 1
charge = 0
gap between HOMO and LUMO = 7.7 eV

No. 3
C11H12BBrClN3O3 | ωB97M-V/def2-TZVPD

Each line ends with the Mulliken charge.
CARTESIAN COORDINATES (ANGSTROEM)
Br  0.0537  3.5148  2.2391  -0.11
Cl  2.2156  0.4048  1.6480  -0.10
O  -2.5557  3.8055  1.5134  -0.50
O  -2.9096  -0.1047  -1.5547  -0.59
O  2.8090  1.9385  -1.9631  -0.40
N  0.0548  -0.4887  -2.8765  -0.57
N  1.0206  1.8456  -0.3888  -0.34
N  -0.9314  0.1225  2.9377  -0.54
C  -1.7298  2.1308  0.0388  -0.46
C  -1.5847  3.1590  1.2238  0.30
C  1.8128  1.9307  -1.3646  0.51
C  -1.1321  0.3212  1.8240  -0.73
C  -2.2607  -1.9299  0.1703  -0.88
C  0.1809  0.0902  -1.8905  -0.41
C  0.3375  0.4850  -0.3654  0.75
C  1.2737  -0.5595  0.3951  -0.20
C  -1.1075  0.6906  0.2982  1.50
C  3.2458  -2.2653  0.3195  -1.18
C  2.3480  -1.2597  -0.5545  -0.32
B  -2.1037  -0.4185  -0.4140  0.53
H  -3.7619  0.1955  -1.1701  0.33
H  2.5006  -2.9234  0.8659  0.32
H  -1.3841  2.5855  -0.9391  0.45
H  3.0466  -0.5120  -1.0231  0.17
H  -2.8604  -1.8853  1.1326  0.36
H  -2.8627  -2.5336  -0.5616  0.26
H  -2.8434  1.9776  -0.0975  0.26
H  0.7276  -1.3925  0.9098  0.32
H  -1.2223  -2.3271  0.3470  0.24
H  3.9463  -1.7291  1.0080  0.32
H  1.8533  -1.9234  -1.3287  0.34
H  3.8233  -2.9450  -0.3790  0.37

Atoms 1-3, force components in eV/Å:
-0.399 -0.393 -0.598
-0.712 -0.896 -0.438
1.253 -0.742 -0.208

Summary:
relative energy (zero: lowest compared OMol25 entry of this formula, charge and spin) = 1.776 eV
multiplicity = 1
charge = 0
gap between HOMO and LUMO = 10.3 eV

No. 4
C11H12BrFO | ωB97M-V/def2-TZVPD

Each line ends with the Mulliken charge.
CARTESIAN COORDINATES (ANGSTROEM)
Br  -0.3246  2.6360  -1.4449  -0.19
F  1.3390  0.5428  -1.9594  -0.30
O  -4.3943  -0.7350  -1.8488  -0.36
C  -3.3626  -0.6924  -1.3630  0.34
C  1.1510  0.7346  0.4447  1.25
C  2.2897  -0.1688  0.2892  -1.35
C  -0.2000  -1.5058  -0.7594  -0.86
C  -0.7625  -0.2749  -1.2334  -0.07
C  -0.3974  -1.8094  0.5592  0.14
C  -2.2394  -0.3262  -0.7387  0.11
C  0.4639  0.8179  -0.9532  0.08
C  -2.3546  -0.4969  0.6930  -0.59
C  1.6445  2.1334  0.8465  -1.43
C  -1.3002  -1.1103  1.3674  -0.96
H  2.5635  2.6586  0.3172  0.27
H  -3.0894  0.0266  1.2258  0.53
H  0.4074  -2.1437  -1.4569  0.40
H  1.9332  -1.0902  -0.1478  0.34
H  0.0453  -2.7326  0.9738  0.36
H  2.1322  2.0080  1.8828  0.38
H  3.0762  0.4245  -0.1970  0.34
H  0.3180  0.4317  1.1672  -0.11
H  -1.4716  -1.4016  2.4492  0.39
H  2.6620  -0.6175  1.2678  0.31
H  0.8223  2.9835  0.9484  0.38
H  -0.9517  -0.2924  -2.3295  0.59

Atoms 1-3, force components in eV/Å:
0.259 -0.834 0.205
0.027 0.093 0.112
-1.331 -0.804 -0.586

Summary:
multiplicity = 1
charge = 0
gap between HOMO and LUMO = 8.1 eV

No. 5
C11H12Cl2O | ωB97M-V/def2-TZVPD

Each line ends with the Mulliken charge.
CARTESIAN COORDINATES (ANGSTROEM)
Cl  -2.7558  -0.0314  1.7981  -0.20
Cl  -3.1135  -2.3429  -0.7433  -0.13
O  1.0716  -0.9112  -2.7018  -0.64
C  -1.5490  -0.4940  0.5617  -0.23
C  -1.8361  -1.3860  -0.3504  0.16
C  1.4504  -1.5894  0.2062  -0.73
C  1.0425  -1.5619  1.6852  -0.62
C  0.2209  1.2567  -2.1267  -0.75
C  0.5356  -0.1376  1.9084  -1.08
C  0.6066  -0.5540  -0.4404  -0.21
C  -0.8027  1.8465  -1.1623  -0.57
C  -0.3504  1.6753  0.2839  -1.31
C  0.6446  -0.1738  -1.8235  0.26
C  -0.2066  0.1860  0.6027  1.71
H  2.5094  -1.3275  0.0880  0.30
H  -0.1142  -0.0546  2.7758  0.34
H  0.2289  -2.2668  1.8549  0.28
H  0.6113  2.1694  0.4294  0.49
H  1.3755  0.5489  2.0278  0.43
H  -1.7650  1.3546  -1.3049  0.31
H  -0.9284  2.9087  -1.3825  0.42
H  1.3284  -2.5668  -0.2638  0.33
H  1.8656  -1.8163  2.3501  0.46
H  1.1426  1.8493  -2.0842  0.30
H  -1.0734  2.1197  0.9658  0.34
H  -0.1386  1.2993  -3.1540  0.36

Atoms 1-3, force components in eV/Å:
0.344 -0.125 -0.372
-0.277 -0.229 -0.121
0.129 -0.038 0.130

Summary:
relative energy (zero: lowest compared OMol25 entry of this formula, charge and spin) = 0.000 eV
multiplicity = 1
charge = 0
gap between HOMO and LUMO (alpha / beta) = 7.4 / 8.4 eV

No. 6
C11H12ClMnNO2 | ωB97M-V/def2-TZVPD

Each line ends with the Löwdin spin population.
CARTESIAN COORDINATES (ANGSTROEM)
Mn  0.0338  -0.7301  -0.1110  3.05
Cl  2.6378  -2.4273  0.9145  -0.03
O  2.6466  0.1548  0.6036  0.01
O  -1.2465  -0.0198  2.4888  0.07
N  0.1845  1.2250  -0.0182  0.01
C  -0.4092  -2.6639  -0.6384  -0.03
C  -0.2362  -3.9340  0.1211  0.00
C  -0.6935  -0.5179  1.5770  0.03
C  0.5111  -2.0705  -1.5970  -0.02
C  -1.4413  -0.7985  -1.6219  -0.01
C  0.3671  2.3092  0.3604  0.05
C  -0.1413  -0.9367  -2.2105  -0.05
C  0.7113  3.6135  0.8935  0.01
C  -1.6020  -1.8361  -0.6335  -0.04
C  -0.3624  4.7186  0.7527  0.00
C  1.9226  -0.7941  0.4868  -0.06
H  -2.4992  -2.0603  -0.0614  0.00
H  1.6365  3.9504  0.3868  0.00
H  0.0238  5.6758  1.1177  0.00
H  0.2604  -0.3322  -3.0250  0.00
H  0.9151  3.4649  1.9705  0.00
H  -2.2132  -0.0879  -1.9198  0.00
H  -0.6651  4.8712  -0.2896  0.00
H  1.4787  -2.4729  -1.8692  0.00
H  -0.8358  -3.9251  1.0384  0.00
H  -1.2510  4.4934  1.3534  0.00
H  0.8118  -4.0695  0.4103  0.00
H  -0.5444  -4.8001  -0.4800  0.00

Atoms 1-3, force components in eV/Å:
2.334 2.992 -0.387
-0.598 0.901 -0.118
-2.056 -1.658 -0.433

Summary:
relative energy (zero: lowest compared OMol25 entry of this formula, charge and spin) = 0.250 eV
multiplicity = 4
charge = +2
gap between HOMO and LUMO (alpha / beta) = 7.4 / 6.6 eV